Entry w
ORCA calculation (ωB97M-V with the def2-TZVPD basis set) on a single C3H3NO2S molecule.

```
10
Properties=species:S:1:pos:R:3:mulliken_charge:R:1
C -3.261 -1.066 -0.459 0.24
C -0.959 -0.275 0.523 -0.03
C -0.033 0.699 1.050 -0.73
N -3.307 -2.200 -0.558 -0.31
O -2.631 1.296 -1.207 -0.52
O -3.425 0.922 1.008 -0.55
S -2.496 0.457 -0.079 1.03
H 0.696 0.404 1.811 0.30
H 0.511 1.065 0.067 0.30
H -0.588 1.580 1.569 0.28
```

HOMO (spin up / spin down) = -10.64 / -10.65 eV
HOMO-LUMO gap (spin up / spin down) = 7.798 / 7.799 eV
LUMO level (spin up / spin down) = -2.84 / -2.85 eV

***

Entry x
ORCA calculation (ωB97M-V with the def2-TZVPD basis set) on a single C3H3NO2S molecule.

```
10
Properties=species:S:1:pos:R:3:mulliken_charge:R:1
O -0.711 -2.151 -0.926 -0.55
C -0.511 -1.088 -0.342 0.64
C -0.276 0.253 -1.118 -0.47
S 1.330 0.724 -0.472 -0.08
C 0.772 0.751 1.254 -0.07
N -0.075 -0.056 1.809 -0.26
O -0.556 -1.102 0.996 -0.16
H -0.985 1.041 -0.923 0.29
H -0.283 0.118 -2.203 0.30
H 1.294 1.510 1.924 0.37
```

HOMO = -9.82 eV
HOMO-LUMO gap = 9.980 eV
LUMO level = 0.16 eV
SMILES string = O=C1CSC=NO1

***

Which of them is most stable? Easy: entry x.

***

Entry w
ORCA calculation (ωB97M-V with the def2-TZVPD basis set) on 2 unconnected molecules or ions with the total composition C9H15NO2.

```
27
Properties=species:S:1:pos:R:3:mulliken_charge:R:1
C 2.255 2.151 0.306 -0.79
N 2.693 0.774 0.137 -0.30
C 2.428 -0.081 1.259 -0.34
C 1.673 -0.251 -0.008 0.54
C 2.026 -1.348 -0.973 -0.61
O 1.133 -2.438 -0.837 -0.49
H 1.174 2.248 0.536 0.25
H 2.815 2.624 1.121 0.32
H 2.449 2.690 -0.621 0.29
H 1.954 0.492 2.126 0.27
H 3.216 -0.802 1.547 0.23
H 0.623 0.119 -0.083 -0.38
H 3.082 -1.647 -0.777 0.30
H 1.921 -1.004 -2.010 0.23
H 1.045 -2.609 0.104 0.32
C -3.312 1.864 -1.485 0.19
C -2.806 1.340 -0.518 -0.77
C -2.095 0.661 0.572 0.35
C -2.596 -0.747 0.818 0.73
C -2.427 -1.632 -0.392 -1.03
O -3.169 -1.059 1.840 -0.56
H -3.786 2.280 -2.355 0.42
H -2.127 1.212 1.528 0.36
H -1.043 0.623 0.261 -0.43
H -3.132 -1.304 -1.155 0.34
H -2.582 -2.685 -0.148 0.32
H -1.412 -1.472 -0.792 0.24
```

HOMO = -9.48 eV
HOMO-LUMO gap = 10.167 eV
LUMO level = 0.68 eV
SMILES string = CN1C[C@@H]1CO.C#CCC(C)=O

***

Entry x
ORCA calculation (ωB97M-V with the def2-TZVPD basis set) on a single C9H15NO2 molecule.

```
27
Properties=species:S:1:pos:R:3:mulliken_charge:R:1
C 3.396 -0.329 -0.558 -1.47
C 2.082 0.114 -0.116 0.75
N 1.565 1.218 -0.390 -0.72
C 0.171 1.219 0.056 1.03
O -0.246 2.441 0.580 -0.59
C -0.741 0.947 -1.184 -1.53
C -2.176 0.486 -0.940 -0.42
C -2.214 -0.735 -0.070 -0.70
C -1.411 -0.502 1.288 -1.57
C -0.002 -0.085 1.203 1.02
O 0.453 0.402 2.408 -0.61
C 1.121 -0.942 0.587 -1.21
H 4.075 0.522 -0.854 0.36
H 3.437 -0.847 -1.461 0.32
H 3.900 -0.912 0.218 0.33
H -0.275 3.188 -0.051 0.44
H -0.361 0.152 -1.753 0.37
H -0.638 1.806 -1.741 0.59
H -2.670 0.243 -1.875 0.37
H -2.769 1.359 -0.517 0.25
H -3.203 -1.085 0.162 0.40
H -1.782 -1.695 -0.587 0.25
H -1.718 0.294 1.951 0.53
H -1.514 -1.281 1.991 0.52
H 1.364 0.788 2.357 0.41
H 0.829 -1.626 -0.155 0.38
H 1.643 -1.566 1.335 0.49
```

HOMO = -8.95 eV
HOMO-LUMO gap = 9.829 eV
LUMO level = 0.88 eV
SMILES string = CC1=N[C@@]2(O)CCCC[C@@]2(O)C1

***

Which of them is most stable? Easy: entry x.

***

Entry w
ORCA calculation (ωB97M-V with the def2-TZVPD basis set) on 2 unconnected molecules or ions with the total composition C16H17N.

```
34
Properties=species:S:1:pos:R:3:mulliken_charge:R:1
C 3.043 -0.892 1.920 -1.27
C 1.936 -1.708 2.519 0.40
C 1.439 -1.650 3.788 -0.65
N 0.353 -2.479 3.931 -0.08
C 0.127 -3.125 2.730 -0.22
C -0.756 -4.148 2.413 -0.72
C -0.738 -4.626 1.107 -0.36
C 0.043 -4.004 0.131 -0.71
C 0.988 -3.058 0.489 -0.36
C 1.069 -2.610 1.812 0.96
H 3.293 -0.083 2.602 0.35
H 2.748 -0.452 0.966 0.34
H 3.920 -1.523 1.772 0.27
H 1.917 -1.181 4.638 0.39
H 0.016 -2.830 4.815 0.24
H -1.535 -4.485 3.083 0.35
H -1.425 -5.428 0.878 0.36
H 0.049 -4.296 -0.906 0.38
H 1.603 -2.563 -0.250 0.34
C -1.052 2.169 -4.354 -1.32
C -1.368 3.067 -3.187 0.89
C -1.838 2.528 -1.997 -0.54
C -1.738 3.258 -0.823 -0.40
C -1.222 4.544 -0.842 -0.46
C -0.829 5.114 -2.042 -0.36
C -0.858 4.368 -3.214 -0.54
H -1.768 1.358 -4.503 0.37
H -0.089 1.681 -4.184 0.27
H -0.991 2.694 -5.305 0.37
H -2.256 1.529 -1.982 0.35
H -1.975 2.814 0.134 0.37
H -1.153 5.156 0.044 0.36
H -0.640 6.184 -2.081 0.34
H -0.313 4.675 -4.100 0.31
```

HOMO = -7.80 eV
HOMO-LUMO gap = 8.585 eV
LUMO level = 0.78 eV
SMILES string = Cc1c[nH]c2ccccc12.Cc1ccccc1

***

Entry x
ORCA calculation (ωB97M-V with the def2-TZVPD basis set) on 2 unconnected molecules or ions with the total composition C16H17N.

```
34
Properties=species:S:1:pos:R:3:mulliken_charge:R:1
C 3.511 -1.555 -0.904 -1.30
C 3.341 -0.075 -0.650 0.76
C 3.816 0.902 -1.460 -0.72
N 3.659 2.135 -0.835 -0.13
C 3.078 1.941 0.393 -0.16
C 2.725 2.794 1.429 -0.58
C 2.202 2.252 2.583 -0.46
C 2.110 0.872 2.776 -0.67
C 2.503 -0.012 1.771 -0.58
C 2.827 0.556 0.532 0.84
H 2.740 -1.859 -1.585 0.32
H 3.189 -2.096 -0.012 0.27
H 4.499 -1.806 -1.254 0.34
H 4.163 0.836 -2.468 0.43
H 3.500 3.023 -1.283 0.25
H 2.674 3.860 1.233 0.29
H 1.776 2.880 3.344 0.38
H 1.705 0.401 3.662 0.37
H 2.627 -1.060 1.931 0.34
C -3.281 -2.500 -2.080 -1.26
C -3.748 -1.565 -0.991 0.75
C -4.606 -0.517 -1.387 -0.52
C -4.726 0.561 -0.534 -0.35
C -4.120 0.575 0.726 -0.37
C -3.355 -0.497 1.148 -0.52
C -3.160 -1.548 0.249 -0.42
H -3.158 -3.510 -1.682 0.37
H -2.426 -2.077 -2.589 0.27
H -4.032 -2.651 -2.861 0.36
H -4.983 -0.399 -2.392 0.32
H -5.236 1.485 -0.776 0.33
H -4.124 1.541 1.216 0.34
H -3.205 -0.537 2.221 0.36
H -2.484 -2.349 0.529 0.34
```

HOMO = -7.83 eV
HOMO-LUMO gap = 8.653 eV
LUMO level = 0.82 eV
SMILES string = Cc1c[nH]c2ccccc12.Cc1ccccc1

***

Which of them is most stable? Easy: entry w.

***

Entry w
ORCA calculation (ωB97M-V with the def2-TZVPD basis set) on 2 unconnected molecules or ions with the total composition C16H17N.

```
34
Properties=species:S:1:pos:R:3:mulliken_charge:R:1
C -4.783 0.281 -0.658 -1.39
C -3.305 0.132 -0.766 0.51
C -2.486 -0.098 -1.824 -0.71
N -1.163 0.022 -1.435 0.03
C -1.129 0.557 -0.165 -0.12
C -0.021 1.026 0.548 -0.82
C -0.334 1.549 1.786 -0.37
C -1.634 1.583 2.321 -0.66
C -2.675 0.994 1.636 -0.48
C -2.451 0.593 0.317 0.82
H -5.096 0.962 0.126 0.34
H -5.369 -0.589 -0.304 0.28
H -5.193 0.434 -1.654 0.33
H -2.760 -0.668 -2.692 0.38
H -0.408 0.215 -2.071 0.27
H 0.974 0.841 0.181 0.46
H 0.449 1.776 2.497 0.37
H -1.748 2.001 3.305 0.39
H -3.668 0.890 2.066 0.35
C 4.167 0.643 -1.216 -1.70
C 3.242 -0.364 -0.568 0.87
C 3.116 -0.336 0.834 -0.37
C 2.271 -1.227 1.448 -0.42
C 1.557 -2.157 0.704 -0.35
C 1.796 -2.294 -0.635 -0.61
C 2.665 -1.386 -1.272 -0.35
H 5.145 0.210 -1.350 0.41
H 4.326 1.498 -0.561 0.36
H 3.744 1.032 -2.140 0.35
H 3.649 0.449 1.357 0.31
H 2.018 -1.150 2.498 0.36
H 0.798 -2.704 1.252 0.38
H 1.529 -3.160 -1.226 0.39
H 2.780 -1.558 -2.339 0.40
```

HOMO = -7.76 eV
HOMO-LUMO gap = 8.584 eV
LUMO level = 0.83 eV
SMILES string = Cc1c[nH]c2ccccc12.Cc1ccccc1

***

Entry x
ORCA calculation (ωB97M-V with the def2-TZVPD basis set) on 2 unconnected molecules or ions with the total composition C16H17N.

```
34
Properties=species:S:1:pos:R:3:mulliken_charge:R:1
C 1.413 -1.888 2.537 -1.44
C 0.926 -0.615 1.916 0.90
C -0.318 -0.067 1.997 -0.89
N -0.372 1.050 1.184 0.10
C 0.826 1.224 0.569 -0.41
C 1.242 2.085 -0.450 -0.59
C 2.574 2.110 -0.795 -0.63
C 3.467 1.161 -0.261 -0.59
C 3.044 0.228 0.647 -0.63
C 1.704 0.246 1.070 1.07
H 2.491 -1.936 2.412 0.33
H 0.940 -2.806 2.188 0.28
H 1.221 -1.921 3.616 0.37
H -1.258 -0.296 2.481 0.41
H -1.197 1.598 1.013 0.27
H 0.521 2.760 -0.886 0.42
H 2.858 2.813 -1.564 0.37
H 4.478 1.095 -0.654 0.36
H 3.668 -0.565 1.030 0.32
C -0.197 -2.218 -1.685 -1.41
C -1.373 -1.310 -1.439 0.88
C -2.505 -1.720 -0.749 -0.51
C -3.452 -0.771 -0.356 -0.41
C -3.400 0.523 -0.834 -0.48
C -2.311 0.937 -1.615 -0.79
C -1.341 -0.005 -1.913 -0.18
H 0.520 -2.074 -0.865 0.19
H 0.306 -1.926 -2.596 0.38
H -0.474 -3.274 -1.653 0.39
H -2.679 -2.729 -0.407 0.36
H -4.166 -1.020 0.411 0.42
H -4.126 1.275 -0.555 0.38
H -2.309 1.952 -1.979 0.42
H -0.457 0.371 -2.419 0.35
```

HOMO = -7.74 eV
HOMO-LUMO gap = 8.647 eV
LUMO level = 0.91 eV
SMILES string = Cc1c[nH]c2ccccc12.Cc1ccccc1

***

Which of them is most stable? Easy: entry x.

***

Entry w
ORCA calculation (ωB97M-V with the def2-TZVPD basis set) on 2 unconnected molecules or ions with the total composition C5H11O3.

```
19
Properties=species:S:1:pos:R:3:mulliken_charge:R:1
C -1.506 1.456 -1.629 -0.32
C -0.080 1.474 -2.037 -1.06
C -1.855 0.998 -0.122 0.36
O -2.837 1.573 0.365 -0.74
O -1.012 0.270 0.472 -0.67
H -1.908 2.504 -1.616 0.23
H -2.117 1.291 -2.522 0.33
H 0.090 1.657 -3.110 0.35
H 0.514 0.569 -1.868 0.24
H 0.563 2.213 -1.501 0.26
C 1.445 -0.998 1.830 -0.21
C 0.903 -2.442 1.724 -1.00
O 1.487 -0.428 0.529 -0.60
H 0.721 -0.340 2.336 0.29
H 2.491 -1.141 2.093 0.26
H -0.008 -2.754 2.264 0.27
H 0.623 -0.072 0.179 0.42
H 1.720 -3.144 1.960 0.32
H 0.765 -2.689 0.654 0.27
```

HOMO = -4.57 eV
HOMO-LUMO gap = 8.572 eV
Total charge = -1
LUMO level = 4.01 eV

***

Entry x
ORCA calculation (ωB97M-V with the def2-TZVPD basis set) on 2 unconnected molecules or ions with the total composition C5H11O3.

```
19
Properties=species:S:1:pos:R:3:mulliken_charge:R:1
C -0.273 0.989 1.748 -0.39
O -0.298 2.326 1.843 -0.54
C 0.976 -0.010 1.479 -0.96
C 0.535 -1.226 0.529 -0.62
C 0.362 -0.730 -0.917 -1.09
C -0.326 -1.651 -1.615 -0.14
O -0.894 -1.412 -2.662 -0.77
H -0.563 0.816 2.785 0.20
H -1.100 0.744 0.937 0.33
H 1.478 -0.279 2.323 0.51
H 1.733 0.508 0.963 0.39
H 1.391 -1.974 0.570 0.32
H -0.399 -1.689 1.005 0.32
H 0.734 0.125 -1.057 0.97
H -0.362 2.758 1.025 0.30
H -0.460 -2.675 -1.097 0.21
H -0.752 0.419 -3.011 0.41
H -1.017 1.559 -1.966 0.28
O -0.767 1.402 -2.881 -0.73
```

HOMO = -2.39 eV
HOMO-LUMO gap = 5.855 eV
Total charge = -1
LUMO level = 3.47 eV

***

Entry y
ORCA calculation (ωB97M-V with the def2-TZVPD basis set) on 2 unconnected molecules or ions with the total composition C5H11O3.

```
19
Properties=species:S:1:pos:R:3:mulliken_charge:R:1
C -1.045 2.649 -0.104 -0.76
C -1.206 1.465 0.996 0.55
O -1.320 1.725 2.234 -0.75
O -1.587 0.371 0.486 -0.73
H 0.092 2.930 -0.103 0.18
H -1.684 3.504 0.009 0.35
H -1.291 2.111 -1.056 0.20
C 0.794 -1.294 -0.791 0.39
C 1.424 -0.192 0.028 -0.85
C 0.321 -2.478 0.157 -1.27
O -0.244 -0.806 -1.513 -0.67
H 1.429 -1.736 -1.524 0.41
H 1.655 -0.482 1.097 0.26
H -0.401 -2.221 0.946 0.31
H -0.252 -3.178 -0.583 0.28
H 1.185 -2.939 0.699 0.37
H -1.028 -0.406 -0.874 0.45
H 0.803 0.677 0.249 -0.07
H 2.354 0.300 -0.355 0.34
```

HOMO = -4.51 eV
HOMO-LUMO gap = 8.475 eV
Total charge = -1
LUMO level = 3.97 eV

***

Which of them is most stable? Easy: entry y.

***

Entry w
ORCA calculation (ωB97M-V with the def2-TZVPD basis set) on 2 unconnected molecules or ions with the total composition C5H11O3.

```
19
Properties=species:S:1:pos:R:3:mulliken_charge:R:1
O 2.336 -1.233 -0.168 -0.73
C 1.897 -0.102 -0.531 0.16
O 2.766 0.881 -0.758 -0.79
C 0.451 0.151 -0.770 -0.17
C -0.105 0.629 0.555 -0.67
C -1.128 -0.594 1.213 -0.17
C -1.747 -0.170 2.489 -1.32
H 0.313 0.877 -1.667 0.21
H -0.163 -0.790 -1.006 0.34
H 0.731 0.660 1.217 0.49
H -0.625 1.737 0.565 0.21
H -1.809 -0.797 0.313 0.23
H -0.531 -1.447 1.426 0.25
H -1.058 -0.208 3.228 0.37
H -2.666 -0.659 2.904 0.33
H -2.104 0.823 2.323 0.31
H -2.168 0.126 -1.591 0.34
H -3.437 1.008 -1.786 0.29
O -2.939 0.251 -2.033 -0.68
```

HOMO = -3.57 eV
HOMO-LUMO gap = 6.834 eV
Total charge = -1
LUMO level = 3.26 eV

***

Entry x
ORCA calculation (ωB97M-V with the def2-TZVPD basis set) on 2 unconnected molecules or ions with the total composition C5H11O3.

```
19
Properties=species:S:1:pos:R:3:mulliken_charge:R:1
C -0.237 -2.084 0.642 -0.46
O -0.061 -2.992 -0.431 -0.57
C -1.643 -1.397 0.301 -0.49
C -1.588 0.102 0.651 -0.76
C -0.386 0.898 0.033 -0.27
C -0.020 2.122 0.532 0.02
O 0.970 2.846 0.183 -0.79
H -0.147 -2.715 1.546 0.26
H 0.514 -1.290 0.636 0.36
H -2.548 -1.874 0.766 0.28
H -1.692 -1.612 -0.795 0.27
H -2.464 0.660 0.329 0.31
H -1.432 0.137 1.727 0.30
H -0.135 0.424 -0.930 0.05
H 0.280 -2.503 -1.198 0.32
H -0.593 2.389 1.461 0.23
H 2.039 1.504 -0.918 0.35
H 1.754 0.634 -1.995 0.31
O 2.552 0.894 -1.502 -0.70
```

HOMO = -2.65 eV
HOMO-LUMO gap = 6.286 eV
Total charge = -1
LUMO level = 3.64 eV

***

Which of them is most stable? Easy: entry w.